Entry from the OMol25 dataset: a molecular structure, C11H16LuO5P (ωB97M-V/def2-TZVPD).

Structure (XYZ):
```
34
Properties=species:S:1:pos:R:3:forces:R:3:lowdin_charge:R:1
O 0.553 6.172 -2.256 0.5 -1.0 0.7 0.03
C 0.979 5.273 -1.715 -0.5 1.0 -0.7 -0.02
Lu -1.095 0.746 -2.762 2.4 -1.5 1.6 1.43
C -0.521 -1.769 -1.981 -1.0 -5.3 0.1 -0.22
O -0.422 -2.930 -1.899 -0.1 5.1 0.0 0.18
C 0.457 -0.929 -4.664 0.2 0.7 -6.1 -0.03
O 0.851 -0.553 -5.682 -1.1 -1.2 3.5 0.23
C 1.125 -0.652 -2.877 6.7 0.2 1.6 -0.30
O 2.226 -1.079 -2.885 -4.9 1.5 0.2 0.18
C -2.388 -0.927 -3.783 -5.5 -5.0 -4.2 -0.04
O -3.078 -1.692 -4.347 4.2 4.4 3.4 0.20
H -1.990 1.926 -1.805 -0.6 0.7 0.5 -0.17
C -2.534 0.229 1.496 0.7 0.2 0.6 -0.14
C -1.057 0.707 1.597 -1.0 0.5 -0.6 -0.41
P 0.017 -0.056 0.292 0.7 -0.1 2.7 0.94
C 1.643 0.768 0.647 0.7 -0.3 -0.6 -0.40
C 2.096 1.024 2.117 -0.2 0.2 -0.6 -0.10
C 0.315 -1.757 1.129 -0.3 -0.2 -1.3 -0.37
C 0.424 -1.897 2.659 0.1 0.4 -0.3 -0.10
H -2.990 0.511 0.550 -0.1 0.0 -0.1 0.04
H -3.114 0.688 2.307 0.1 -0.2 -0.3 0.09
H -2.589 -0.857 1.619 -0.1 0.1 0.0 0.07
H -1.004 1.809 1.477 0.0 -0.5 0.0 0.10
H -0.659 0.467 2.598 0.0 0.1 -0.6 0.07
H 2.420 0.144 0.130 -0.6 0.6 0.3 0.09
H 1.592 1.715 0.108 0.2 0.2 0.0 0.06
H 2.440 0.110 2.595 0.0 0.1 0.0 0.06
H 2.937 1.735 2.100 -0.3 -0.3 -0.1 0.09
H 1.294 1.477 2.707 0.2 -0.1 0.0 0.07
H -0.519 -2.382 0.766 0.3 0.0 0.2 0.06
H 1.233 -2.142 0.647 -0.4 0.0 0.2 0.09
H -0.437 -1.474 3.178 0.1 -0.1 0.0 0.07
H 0.457 -2.963 2.896 0.0 0.1 -0.1 0.09
H 1.341 -1.441 3.040 -0.3 -0.1 0.0 0.06
```
Forces are in eV/Å.

Values from the calculation:
ΔE to the lowest compared entry with this formula, charge and spin in eV: 2.300
Highest occupied orbital energy in eV: -16.349
E in eV: -64790.8153
Total charge: +2
Strongest force on any atom in Eh/bohr: 0.1654